1.
{"formula": "C5H9LiO3", "method": "the ωB97M-V functional and the def2-TZVPD basis", "gap_ha": [0.2251, 0.2351], "charge": 0, "lumo_ev": [0.07, 0.07], "de_lowest_kj_mol": 674.1, "elements": ["C", "Li", "H", "H", "H", "H", "H", "O", "C", "H", "H", "H", "O", "H", "C", "C", "C", "O"], "positions_angstrom": [[-0.982, 1.080, 0.657], [0.674, -0.892, 1.844], [-1.891, -1.893, -0.119], [0.616, -0.689, -1.505], [1.319, -1.821, -0.968], [-0.918, 1.556, 1.644], [-1.416, -0.566, -1.153], [1.845, 0.784, 1.193], [0.150, 1.593, -0.225], [-0.110, 1.425, -1.284], [-1.948, 1.366, 0.209], [2.213, 0.318, -0.613], [0.502, -2.596, 0.475], [0.232, 2.687, -0.125], [-1.089, -1.155, -0.278], [1.517, 0.965, -0.025], [0.256, -1.838, -0.600], [-0.970, -0.324, 0.871]], "forces_ev_per_a": [[0.0, 0.2, 0.1], [0.0, -0.4, -0.7], [0.6, 0.1, 0.5], [0.6, 2.3, 0.9], [-1.4, -1.2, -2.2], [0.0, -0.3, -0.1], [-0.1, 0.1, 0.4], [-0.7, 0.2, -1.2], [0.5, 0.5, -2.6], [0.0, 0.1, 0.4], [0.3, 0.0, 0.1], [-0.8, 1.7, -1.3], [0.5, 1.9, 1.0], [0.0, -0.2, 0.3], [-0.7, -0.2, -3.2], [0.3, -2.4, 4.0], [0.3, -2.5, 3.1], [0.4, 0.1, 0.6]], "lowdin_charge": [-0.20, 0.75, 0.13, 0.12, 0.10, 0.13, 0.12, -0.12, -0.17, 0.10, 0.13, 0.12, -0.24, 0.13, -0.24, -0.22, -0.40, -0.23]}

=====

2.
{"formula": "C18H40O9S2", "method": "the ωB97M-V functional and the def2-TZVPD basis", "smiles": "CCOS(C)(=O)=O.CCOS(C)(=O)=O.C1CCOC1.C1CCOC1.C1CCOC1", "gap_ha": 0.3579, "charge": 0, "lumo_ev": 0.21, "elements": ["O", "H", "O", "H", "H", "C", "C", "H", "C", "C", "O", "H", "H", "C", "O", "H", "H", "H", "H", "H", "C", "O", "H", "O", "H", "H", "C", "H", "C", "H", "H", "H", "H", "C", "H", "H", "C", "H", "H", "O", "C", "H", "H", "H", "C", "H", "C", "H", "S", "H", "C", "H", "H", "H", "H", "H", "H", "H", "O", "H", "O", "C", "S", "H", "H", "H", "C", "C", "C"], "positions_angstrom": [[3.177, -0.575, -2.959], [4.846, 0.535, 2.242], [-0.219, -4.107, -0.289], [4.215, -1.391, -4.506], [-2.479, -3.608, 0.077], [1.066, -4.622, -0.694], [3.197, -0.783, -1.570], [-2.980, 1.962, 0.500], [-6.983, 1.857, 1.678], [-2.096, 2.346, -0.009], [-1.746, 2.084, -3.868], [-6.834, 1.201, -0.406], [1.864, -4.244, 1.339], [-6.527, 3.128, 2.360], [-5.938, 3.871, 1.282], [0.012, 2.563, 0.445], [-5.717, 2.976, 3.074], [0.337, 0.817, -3.539], [-2.173, -2.889, 1.740], [-2.348, 3.396, -0.165], [-6.028, 3.250, -0.008], [0.494, -2.103, 0.965], [-6.883, 3.643, -0.558], [-0.467, -1.886, -1.368], [2.199, 0.286, 0.929], [3.568, 0.001, -0.910], [2.265, 0.108, 3.120], [-8.030, 1.870, 1.373], [2.966, 0.055, 1.668], [3.110, -4.408, 0.200], [-0.662, 1.053, 1.042], [6.038, -1.781, -2.510], [-5.261, 1.223, 0.347], [4.980, -1.984, -2.674], [5.007, -2.978, -3.122], [4.216, 2.655, 3.295], [4.028, 1.045, 1.733], [0.829, -5.582, -1.152], [0.319, 0.502, -1.778], [-2.005, 1.695, -1.325], [4.105, -2.106, -1.472], [2.803, 2.729, 2.155], [2.182, -0.980, -1.224], [2.303, -5.856, 0.725], [-0.881, 2.108, 0.872], [3.349, -2.889, -1.532], [0.408, 1.267, -2.549], [4.394, 1.441, 0.786], [-0.449, -2.509, -0.055], [3.211, -0.964, 1.366], [2.131, -4.816, 0.450], [2.644, -0.754, 3.670], [1.229, 1.957, -2.355], [4.506, -2.347, -0.487], [-7.358, 3.723, 2.739], [5.055, -0.012, -3.597], [-2.810, -1.828, 0.534], [-1.198, 2.492, 1.842], [2.797, 1.323, 3.687], [1.176, 0.135, 3.088], [-0.637, 3.725, -2.225], [3.516, 2.091, 2.678], [-1.096, 2.366, -2.576], [-6.994, 0.946, 2.276], [1.567, -4.016, -1.448], [-5.304, 3.502, -0.783], [-6.228, 1.726, 0.332], [4.431, -0.906, -3.555], [-2.210, -2.729, 0.662]], "forces_ev_per_a": [[-0.6, 1.0, -0.2], [0.5, 0.2, -0.1], [-0.2, 0.7, 0.3], [0.0, 0.9, -0.4], [-0.6, 0.3, 0.3], [1.5, -0.3, 0.6], [0.9, -2.0, 0.5], [-0.1, -0.5, -0.4], [-0.8, -1.6, -0.6], [0.2, 0.0, -0.6], [0.5, 0.7, 2.8], [0.0, 0.1, 0.0], [-0.3, -0.2, 0.0], [0.4, -0.1, -1.8], [1.1, 1.1, -0.9], [0.0, 0.3, 0.4], [-0.3, 0.0, 0.3], [0.6, 0.1, 0.2], [0.5, -0.4, -0.2], [0.5, 0.1, 0.0], [-1.6, -1.2, 0.4], [-0.6, 0.4, -0.7], [-0.9, -0.1, 0.4], [0.0, -0.3, 1.6], [-0.2, 0.5, -0.1], [0.4, 0.6, -0.6], [1.9, 0.6, -1.6], [-0.2, 0.7, 0.1], [-3.6, -1.3, 0.3], [-0.1, 0.0, -0.5], [-0.2, -0.2, -0.3], [0.0, 0.1, 0.7], [0.0, 0.0, 0.4], [2.0, -1.5, 0.1], [-0.1, 0.1, -0.6], [0.2, 0.2, -0.6], [2.3, 0.4, 0.5], [-0.1, 0.1, 0.1], [-0.1, 0.2, -0.1], [0.4, 0.9, -1.0], [-2.4, 1.2, 1.4], [0.0, 0.4, 0.0], [-0.1, -0.1, -0.2], [-0.3, 0.0, 0.0], [-0.5, 0.0, -0.3], [0.2, -0.3, -0.8], [-1.5, 0.7, 0.1], [-0.1, 0.0, 0.0], [-0.5, -1.1, 0.1], [0.5, 0.0, 0.4], [-0.5, 0.3, 0.1], [-0.3, 0.1, 0.4], [0.1, -0.3, -0.3], [0.7, 0.7, -0.1], [0.1, -0.1, 0.4], [0.1, -0.1, -0.3], [0.2, -0.1, -0.7], [0.6, 0.4, 0.1], [-0.2, -0.2, -0.2], [0.1, -0.1, -0.1], [-1.4, -2.1, -0.4], [-1.2, -0.6, 1.1], [1.0, -0.3, -0.1], [0.6, 0.0, 0.3], [-0.6, 0.3, -0.2], [1.3, -0.1, 1.0], [0.3, 1.3, -0.1], [-1.3, -0.5, 0.3], [1.8, 0.3, -0.6]], "lowdin_charge": [-0.14, 0.12, -0.29, 0.12, 0.06, -0.22, -0.18, 0.10, -0.18, -0.25, -0.31, 0.10, 0.07, -0.18, -0.16, 0.08, 0.12, 0.07, 0.06, 0.11, -0.19, -0.31, 0.10, -0.29, 0.09, 0.09, -0.14, 0.11, -0.20, 0.05, 0.07, 0.11, 0.08, -0.19, 0.11, 0.12, -0.21, 0.12, 0.03, -0.29, -0.13, 0.11, 0.09, 0.07, -0.06, 0.07, -0.09, 0.12, 0.66, 0.10, -0.05, 0.11, 0.07, 0.10, 0.12, 0.12, 0.06, 0.09, -0.16, 0.10, -0.33, -0.17, 0.71, 0.11, 0.10, 0.11, -0.14, -0.18, -0.05]}

=====

3.
{"formula": "C6H10", "method": "the ωB97M-V functional and the def2-TZVPD basis", "gap_ha": 0.3116, "charge": 0, "lumo_ev": 0.32, "de_lowest_kj_mol": 384.1, "elements": ["C", "C", "H", "C", "H", "H", "H", "H", "H", "H", "H", "C", "H", "C", "C", "H"], "positions_angstrom": [[0.914, -0.258, -0.936], [-0.794, 1.985, 0.658], [2.534, 0.361, 0.240], [-1.469, -0.238, -0.274], [2.127, -1.355, 0.583], [-0.438, -1.712, -1.475], [-0.074, -1.842, 0.259], [-2.322, -0.876, -0.017], [2.924, -0.830, -0.943], [-0.737, 2.410, -0.342], [-1.728, 0.317, -1.182], [2.158, -0.575, -0.197], [-0.525, 2.636, 1.485], [-1.161, 0.721, 0.849], [-0.240, -1.123, -0.564], [-1.186, 0.316, 1.862]], "forces_ev_per_a": [[0.1, -0.3, 0.3], [-0.1, -0.1, 0.0], [-0.1, 0.0, -0.1], [-0.1, 0.1, -0.1], [-0.1, 0.1, -0.1], [0.0, 0.1, 0.1], [0.0, 0.2, -0.1], [0.1, 0.1, 0.0], [-0.1, 0.1, 0.0], [0.0, -0.1, 0.1], [0.1, 0.0, 0.1], [0.0, 0.0, 0.0], [-0.1, -0.1, -0.1], [0.1, 0.2, 0.0], [0.1, 0.0, 0.0], [0.0, 0.1, -0.2]], "lowdin_charge": [0.00, -0.01, 0.08, -0.23, 0.07, 0.12, 0.10, 0.11, 0.08, 0.06, 0.11, -0.16, 0.05, -0.20, -0.29, 0.10]}